{"formula": "C24H35N2O11", "method": "ωB97M-V with the def2-TZVPD basis set", "elements": ["C", "C", "C", "N", "C", "O", "C", "C", "C", "C", "N", "O", "C", "C", "C", "C", "H", "H", "H", "H", "H", "H", "H", "H", "H", "H", "H", "H", "H", "H", "H", "H", "H", "C", "C", "C", "O", "C", "O", "O", "H", "H", "H", "H", "H", "H", "C", "C", "C", "O", "C", "O", "O", "H", "H", "H", "H", "H", "H", "C", "C", "C", "O", "C", "O", "O", "H", "H", "H", "H", "H", "H"], "coordinates": [[3.129, 1.695, 0.617], [1.996, 2.258, -0.040], [0.760, 3.129, -0.757], [1.434, 3.795, -1.975], [0.508, 4.533, -2.688], [-0.654, 4.875, -3.310], [-0.377, 2.023, -1.163], [-1.351, 1.526, 0.053], [-2.910, 1.349, -0.524], [-0.891, -0.031, 0.453], [-1.268, 2.319, 1.332], [-0.313, 1.878, 2.172], [-1.087, 3.802, 1.121], [-2.335, 4.567, 0.384], [-0.999, 4.467, 2.654], [0.296, 4.235, 0.358], [4.232, 1.314, 0.849], [-1.065, 2.322, -2.067], [0.221, 1.056, -1.529], [-3.038, 0.392, -1.191], [-3.087, 2.275, -1.256], [-3.720, 1.445, 0.315], [-1.455, -0.356, 1.455], [-1.335, -0.760, -0.382], [0.278, -0.148, 0.539], [-3.355, 3.986, 0.591], [-2.149, 4.597, -0.793], [-2.450, 5.659, 0.844], [-1.131, 5.647, 2.632], [0.025, 4.260, 3.182], [-1.829, 3.945, 3.330], [1.141, 4.283, 1.199], [0.171, 5.328, -0.037], [3.128, -3.847, 2.163], [2.285, -4.222, 0.962], [2.318, -3.200, -0.134], [1.075, -3.405, -0.780], [0.226, -3.900, 0.170], [-0.981, -4.005, 0.030], [0.908, -4.259, 1.300], [2.771, -2.919, 2.623], [3.058, -4.623, 2.933], [4.179, -3.723, 1.887], [2.570, -5.216, 0.594], [3.147, -3.361, -0.829], [2.352, -2.168, 0.232], [-0.654, -5.613, 3.872], [0.115, -5.650, 5.177], [-0.649, -5.088, 6.337], [0.384, -4.644, 7.197], [1.449, -4.342, 6.394], [2.443, -3.741, 6.763], [1.249, -4.799, 5.121], [-0.899, -4.584, 3.586], [-0.045, -6.025, 3.061], [-1.580, -6.191, 3.942], [0.466, -6.669, 5.381], [-1.269, -5.841, 6.832], [-1.274, -4.227, 6.074], [-0.474, 3.351, -5.901], [-0.032, 1.954, -6.286], [0.169, 1.776, -7.760], [-0.063, 0.390, -7.935], [-0.920, 0.016, -6.937], [-1.498, -1.056, -6.891], [-1.047, 1.005, -6.002], [-1.439, 3.601, -6.355], [-0.614, 3.419, -4.816], [0.265, 4.099, -6.205], [0.864, 1.671, -5.720], [1.180, 2.044, -8.078], [-0.556, 2.328, -8.370]], "s2": 0.75, "orbital_gap_ev": [7.9, 8.4], "multiplicity": 2, "homo_energy_ev": [-9.24, -9.73], "lumo_energy_ev": [-1.321, -1.339], "e_tot_ev": -50945.7349}


{"formula": "C5H13N3", "method": "ωB97M-V with the def2-TZVPD basis set", "elements": ["C", "C", "C", "C", "H", "H", "H", "H", "H", "H", "H", "H", "N", "C", "N", "N", "H", "H", "H", "H", "H"], "coordinates": [[-0.726, -1.469, 0.004], [-0.908, -0.956, -1.396], [0.004, -1.066, -2.344], [-0.148, -0.480, -3.717], [-0.209, -0.745, 0.624], [-1.679, -1.728, 0.459], [-0.140, -2.385, -0.017], [-1.828, -0.420, -1.633], [0.917, -1.605, -2.110], [-1.179, -0.160, -3.852], [0.125, -1.171, -4.514], [0.482, 0.409, -3.823], [-0.115, 0.449, 3.580], [0.485, 1.079, 2.645], [-0.057, 2.037, 1.806], [1.786, 0.741, 2.337], [-1.081, 0.756, 3.644], [-0.916, 2.485, 2.071], [0.584, 2.620, 1.298], [2.378, 1.415, 1.884], [2.226, 0.194, 3.057]], "smiles": "C/C=C/C.N=C(N)N", "orbital_gap_ev": 9.7, "homo_energy_ev": -8.95, "de_lowest_ev": 0.479, "lumo_energy_ev": 0.745, "e_tot_ev": -9865.8874}


{"formula": "C26H39AlB5CaClF6KN4O19", "method": "ωB97M-V with the def2-TZVPD basis set", "elements": ["C", "C", "C", "C", "C", "B", "O", "B", "C", "C", "C", "O", "N", "C", "C", "C", "C", "C", "C", "O", "B", "C", "C", "O", "Cl", "O", "H", "H", "H", "H", "H", "H", "H", "H", "H", "H", "H", "H", "H", "H", "H", "H", "H", "H", "H", "H", "H", "H", "H", "K", "N", "O", "O", "O", "Ca", "B", "F", "F", "F", "F", "B", "O", "C", "O", "C", "O", "O", "F", "F", "Al", "C", "C", "O", "O", "H", "H", "H", "N", "O", "O", "O", "C", "C", "O", "N", "C", "H", "H", "H", "H", "H", "H", "H", "C", "C", "O", "C", "H", "H", "H", "H", "H", "H"], "coordinates": [[6.635, 0.213, 1.401], [5.838, -0.703, 0.433], [5.141, 0.045, -0.716], [3.952, 0.944, -0.276], [3.413, 0.657, 1.138], [2.037, 1.372, 1.506], [1.395, 2.286, 0.716], [0.413, 3.037, 1.368], [-0.793, 3.590, 0.548], [-1.767, 2.393, 0.450], [-2.735, 2.270, 1.570], [-3.033, 3.220, 2.320], [-3.266, 0.993, 1.744], [-4.691, 0.869, 1.534], [-5.396, 1.770, 0.761], [-6.753, 1.580, 0.552], [-7.393, 0.505, 1.137], [-6.692, -0.394, 1.921], [-5.335, -0.212, 2.113], [0.475, 3.235, 2.754], [1.379, 2.375, 3.341], [2.352, 2.746, 4.557], [3.074, 4.038, 4.230], [3.151, 4.438, 3.073], [3.796, 4.952, 5.465], [1.467, 1.119, 2.754], [7.542, -0.240, 1.793], [6.906, 1.188, 0.966], [6.044, 0.414, 2.310], [6.561, -1.409, 0.019], [5.154, -1.320, 1.006], [4.758, -0.707, -1.408], [5.840, 0.638, -1.315], [4.346, 1.982, -0.270], [3.132, 0.973, -0.988], [4.148, 1.042, 1.837], [3.338, -0.398, 1.394], [-1.273, 4.469, 1.037], [-0.470, 3.945, -0.429], [-2.285, 2.400, -0.517], [-1.153, 1.490, 0.412], [-2.971, 0.576, 2.621], [-4.918, 2.625, 0.300], [-7.266, 2.286, -0.084], [-8.454, 0.377, 0.981], [-7.159, -1.246, 2.390], [-4.744, -0.911, 2.692], [1.882, 2.781, 5.538], [3.138, 1.975, 4.565], [7.783, 0.933, -1.804], [-3.060, -0.005, -1.806], [-3.719, -1.000, -2.066], [-1.829, -0.078, -1.611], [-3.622, 1.109, -1.735], [4.886, 2.714, 2.331], [11.332, 0.926, -4.603], [10.270, 0.757, -3.631], [10.738, 1.022, -5.862], [12.016, 2.097, -4.283], [12.166, -0.183, -4.525], [-4.946, -2.277, -6.246], [-4.369, -1.634, -7.497], [-3.503, -0.730, -7.185], [-2.859, -0.034, -7.898], [-3.418, -0.688, -5.576], [-2.705, 0.047, -4.955], [-4.232, -1.555, -5.109], [-4.650, -3.612, -6.206], [-6.283, -2.053, -6.172], [-1.931, 4.888, 2.716], [9.081, 3.313, 5.530], [8.642, 2.782, 4.160], [8.087, 1.643, 4.139], [8.849, 3.517, 3.178], [8.852, 2.603, 6.321], [10.154, 3.497, 5.524], [8.569, 4.253, 5.737], [-4.999, 2.040, -5.284], [-4.223, 2.429, -6.152], [-5.533, 0.939, -5.424], [-5.225, 2.716, -4.293], [-7.702, -6.784, -3.330], [-6.839, -6.148, -4.400], [-7.260, -5.941, -5.522], [-5.564, -5.816, -4.056], [-4.910, -5.994, -2.777], [-8.680, -6.989, -3.753], [-7.264, -7.723, -2.990], [-7.822, -6.109, -2.481], [-5.037, -5.393, -4.807], [-4.583, -5.024, -2.395], [-4.029, -6.628, -2.900], [-5.576, -6.453, -2.054], [0.196, -1.700, 3.213], [-0.837, -2.652, 3.792], [-1.892, -2.822, 3.238], [-0.479, -3.357, 5.076], [-0.195, -1.267, 2.292], [0.396, -0.900, 3.928], [1.120, -2.237, 2.989], [-0.296, -2.628, 5.868], [0.412, -3.969, 4.934], [-1.303, -4.000, 5.374]], "orbital_gap_ev": 2.2, "homo_energy_ev": -9.76, "total_charge": 1, "lumo_energy_ev": -7.531, "e_tot_ev": -146021.2047}


{"formula": "C18H14F10N3ORu", "method": "ωB97M-V with the def2-TZVPD basis set", "elements": ["Ru", "C", "N", "C", "C", "N", "C", "C", "F", "C", "F", "C", "F", "C", "F", "C", "F", "C", "C", "N", "C", "C", "F", "C", "F", "C", "F", "C", "F", "C", "F", "H", "H", "H", "H", "H", "H", "H", "H", "H", "H", "H", "C", "O", "H", "H", "H"], "coordinates": [[-0.058, -0.409, -0.688], [1.890, -1.819, -2.472], [1.805, -0.708, -1.483], [2.710, -1.037, -0.325], [2.184, -0.406, 0.948], [0.728, -0.613, 0.975], [0.044, -1.300, 1.981], [0.586, -2.169, 2.925], [1.888, -2.469, 2.933], [-0.220, -2.786, 3.873], [0.331, -3.606, 4.754], [-1.587, -2.573, 3.891], [-2.345, -3.182, 4.785], [-2.159, -1.738, 2.941], [-3.467, -1.536, 2.916], [-1.339, -1.130, 2.021], [-1.880, -0.339, 1.059], [2.155, 0.552, -2.213], [1.625, 1.772, -1.500], [0.274, 1.425, -1.048], [-0.628, 2.441, -0.709], [-0.282, 3.744, -0.349], [1.002, 4.116, -0.280], [-1.241, 4.687, -0.015], [-0.861, 5.907, 0.334], [-2.585, 4.358, -0.023], [-3.496, 5.256, 0.311], [-2.964, 3.073, -0.378], [-4.244, 2.733, -0.412], [-1.991, 2.154, -0.703], [-2.370, 0.916, -1.090], [2.912, -1.865, -2.853], [1.614, -2.753, -1.997], [1.204, -1.624, -3.292], [2.697, -2.120, -0.217], [3.727, -0.720, -0.563], [2.672, -0.829, 1.819], [2.362, 0.669, 0.965], [3.229, 0.585, -2.403], [1.643, 0.479, -3.172], [2.249, 2.062, -0.655], [1.619, 2.612, -2.196], [-1.944, -2.362, -1.695], [-0.615, -2.112, -1.260], [-2.683, -1.794, -1.120], [-2.148, -3.426, -1.570], [-2.044, -2.117, -2.753]], "orbital_gap_ev": 6.8, "homo_energy_ev": -11.54, "total_charge": 1, "de_lowest_ev": 0.311, "lumo_energy_ev": -4.727, "e_tot_ev": -55157.8151}


{"formula": "C21H21AuN5O3P", "method": "ωB97M-V with the def2-TZVPD basis set", "elements": ["Au", "C", "C", "C", "C", "N", "C", "N", "C", "N", "C", "N", "C", "C", "C", "C", "C", "N", "C", "C", "C", "C", "C", "C", "H", "H", "H", "H", "H", "H", "H", "H", "H", "H", "H", "H", "C", "O", "P", "O", "C", "O", "C", "H", "H", "H", "H", "H", "H", "H", "H", "H"], "coordinates": [[-0.084, 0.330, 0.527], [0.664, 3.782, -2.792], [1.984, 3.670, -2.377], [2.424, 2.397, -2.146], [1.609, 1.301, -2.250], [0.310, 1.389, -2.533], [-0.114, 2.661, -2.712], [2.229, 0.069, -2.110], [1.813, -0.974, -1.480], [0.758, -1.149, -0.605], [0.644, -2.423, -0.241], [-0.058, -3.062, 0.634], [-1.131, -2.552, 1.335], [-1.444, -3.041, 2.623], [-2.683, -2.818, 3.198], [-3.571, -2.025, 2.465], [-3.166, -1.450, 1.284], [-1.946, -1.611, 0.741], [1.718, -3.201, -0.925], [2.015, -4.574, -0.879], [3.165, -4.955, -1.537], [3.990, -4.038, -2.155], [3.639, -2.706, -2.228], [2.493, -2.301, -1.581], [0.243, 4.691, -3.104], [2.648, 4.545, -2.288], [3.440, 2.240, -1.868], [-1.188, 2.744, -2.946], [-0.711, -3.763, 3.079], [-3.029, -3.361, 4.079], [-4.576, -1.848, 2.870], [-3.870, -0.716, 0.846], [1.283, -5.273, -0.366], [3.585, -5.988, -1.461], [4.868, -4.402, -2.692], [4.196, -1.921, -2.757], [-2.482, 2.465, -0.255], [-2.194, 2.483, 1.162], [-0.738, 2.045, 1.682], [0.209, 3.337, 1.689], [0.084, 4.339, 0.686], [-1.071, 1.947, 3.248], [-1.910, 0.794, 3.562], [-2.784, 3.455, -0.535], [-3.447, 1.870, -0.295], [-1.693, 2.091, -0.891], [-0.902, 4.411, 0.278], [0.830, 4.244, -0.108], [0.354, 5.213, 1.216], [-2.742, 0.711, 2.845], [-2.375, 1.047, 4.477], [-1.283, -0.121, 3.592]], "orbital_gap_ev": 7.9, "homo_energy_ev": -7.89, "lumo_energy_ev": 0.014, "e_tot_ev": -48692.8752}


{"formula": "C7H10O", "method": "ωB97M-V with the def2-TZVPD basis set", "elements": ["O", "C", "C", "C", "C", "C", "C", "C", "H", "H", "H", "H", "H", "H", "H", "H", "H", "H"], "coordinates": [[1.341, 0.253, 2.174], [0.498, -0.472, 1.332], [1.063, -1.529, 0.120], [0.415, -1.316, -1.081], [-0.673, -0.426, -0.957], [-0.921, 1.174, -1.626], [-1.429, 1.586, -0.314], [-0.337, 0.370, 0.272], [1.967, 0.948, 1.667], [-0.178, -1.253, 1.640], [1.618, -2.672, 0.377], [0.477, -2.033, -1.906], [-1.749, -1.025, -0.916], [-1.619, 1.498, -2.574], [0.163, 1.226, -2.020], [-2.645, 1.306, -0.330], [-0.914, 2.477, 0.009], [0.453, 1.184, 0.188]], "smiles": "O[C@@H]1C=C[C@@H]2CC[C@@H]12", "orbital_gap_ev": 9.6, "homo_energy_ev": -8.88, "de_lowest_ev": 7.404, "lumo_energy_ev": 0.738, "e_tot_ev": -9461.1563}